[1]
C16H17F5O4 | the ωB97M-V functional and the def2-TZVPD basis

Last column: Löwdin charge in e.
Positions of all 42 atoms, in Å:
C -0.469 -1.053 2.436  -0.049
C 0.205 -1.863 1.218  -0.254
C 1.398 -2.464 1.371  -0.093
C 1.826 -3.371 0.365  -0.025
C 1.137 -3.621 -0.973  0.036
C -0.122 -2.840 -0.975  0.023
C -0.674 -2.084 0.151  -0.086
O -1.814 -1.247 -0.316  0.022
C -2.065 -0.553 -1.413  -0.477
O -1.182 -0.489 -2.222  0.116
C -3.457 0.243 -1.295  -0.092
C -3.777 0.896 -0.113  -0.108
C -2.465 1.465 0.287  -0.257
O -2.123 1.912 1.577  -0.050
O -1.863 2.147 -0.785  -0.034
C -0.678 2.772 -0.287  -0.132
C 0.534 1.588 -0.255  -0.077
C 1.833 2.442 0.034  -0.052
C 2.885 1.370 0.192  -0.397
F 3.975 2.104 0.749  0.066
F 2.585 0.788 1.447  0.075
C 3.200 0.404 -0.665  -0.583
F 4.354 -0.179 -0.797  0.190
F 2.354 -0.487 -1.045  0.230
F 3.491 0.802 -1.999  0.060
H -1.287 -0.129 2.098  0.108
H 0.361 -0.699 3.109  0.059
H -1.249 -1.631 3.236  0.126
H 1.732 -2.430 2.362  0.102
H 2.696 -3.847 0.820  0.090
H 1.540 -4.054 -1.782  0.040
H -0.543 -2.622 -1.932  0.085
H -4.158 -0.878 -1.459  0.227
H -3.484 0.648 -2.168  0.053
H -3.908 0.086 0.683  0.180
H -4.509 1.491 -0.114  0.074
H -0.640 3.348 0.584  0.079
H -0.433 3.576 -1.315  0.202
H 0.233 1.040 0.616  0.089
H 0.592 1.260 -1.285  0.110
H 2.237 3.097 -1.002  0.222
H 1.731 3.061 0.864  0.104

Results
E_LUMO, Ha: -0.0075
Net charge: 0
Energy relative to the best compared isomer or geometry (same formula, charge and spin), kcal/mol: 335.9
Frontier orbital gap, eV: 8.86
HOMO energy, eV: -9.06

[2]
C16H17FN2O5 | the ωB97M-V functional and the def2-TZVPD basis

Last column: Löwdin charge in e.
Positions of all 41 atoms, in Å:
N 0.866 2.517 -6.377  0.126
C 1.242 1.378 -5.879  -0.163
O 1.958 0.185 -5.360  -0.073
C 1.321 -0.251 -4.075  -0.109
C 2.236 -0.847 -2.835  0.035
C 1.624 -1.317 -1.361  0.050
C -0.002 -1.214 -1.178  -0.005
C -0.911 -0.665 -2.427  0.002
C -0.337 -0.149 -3.874  0.087
C -2.426 -0.790 -1.812  -0.244
O -3.448 -0.780 -2.673  0.003
N -2.370 -0.950 -0.302  -0.031
C -2.607 0.467 0.183  -0.176
C -4.177 0.974 -0.023  -0.143
C -4.376 2.028 -1.263  -0.134
F -5.826 1.917 -1.672  -0.163
C -1.007 -1.574 0.066  -0.195
O -0.742 -2.298 1.160  -0.005
H 3.409 -0.934 -3.038  0.112
H 2.286 -1.746 -0.478  0.114
H -1.072 0.244 -4.697  0.116
H -2.402 0.580 1.353  0.146
H -1.868 1.234 -0.333  0.140
H -4.827 -0.008 -0.127  0.136
H -4.508 1.527 0.982  0.124
H -4.187 3.159 -0.984  0.129
H -3.744 1.776 -2.226  0.117
C 1.840 -1.563 4.512  -0.063
C 3.055 -1.486 3.610  -0.226
O 2.719 -0.877 2.349  -0.020
C 2.713 0.457 2.120  -0.501
C 2.764 1.393 3.290  0.006
O 2.591 0.888 0.974  0.068
H 1.457 -0.569 4.758  0.069
H 2.085 -2.081 5.444  0.084
H 1.026 -2.100 4.014  0.084
H 3.900 -0.976 4.082  0.114
H 3.397 -2.500 3.381  0.124
H 1.744 1.641 3.597  0.100
H 3.280 2.307 2.980  0.096
H 3.322 1.003 4.139  0.071

Results
E_LUMO, Ha: -0.0582
Net charge: 0
Frontier orbital gap, eV: 7.93
HOMO energy, eV: -9.52

[3]
C16H17HgN6S3Si | the ωB97M-V functional and the def2-TZVPD basis

Last column: Löwdin charge in e.
Positions of all 44 atoms, in Å:
Hg 0.504 -0.558 0.003  0.521
C 0.690 4.460 2.886  -0.233
Si -1.168 4.412 2.695  0.503
C -1.902 4.764 4.401  -0.190
C -1.673 5.830 1.560  -0.184
C -1.985 2.847 2.050  -0.273
C -3.376 2.870 2.077  -0.130
C -4.129 1.801 1.613  -0.098
C -3.431 0.705 1.138  -0.159
N -2.109 0.635 1.095  0.020
C -1.379 1.680 1.514  -0.766
S 0.353 1.540 1.393  0.514
H 0.961 5.425 3.331  0.022
H 1.195 4.352 1.928  0.009
H 1.050 3.659 3.531  0.017
H -1.524 5.711 4.796  0.020
H -1.626 3.971 5.100  0.029
H -2.992 4.820 4.376  0.014
H -1.295 6.786 1.931  0.020
H -2.759 5.903 1.471  0.020
H -1.270 5.669 0.557  0.032
H -3.892 3.747 2.461  0.086
H -5.211 1.817 1.617  0.083
H -3.958 -0.168 0.764  0.103
S 2.809 -1.627 -0.456  0.457
C 2.389 -3.271 -0.070  -0.814
C 3.465 -4.203 -0.263  -0.340
N 4.341 -4.932 -0.439  0.115
C 1.195 -3.757 0.387  -0.808
S -0.267 -2.871 0.724  0.460
C 1.090 -5.165 0.644  -0.340
N 0.973 -6.290 0.868  0.115
N -1.917 -1.257 -5.056  0.050
C -1.557 -0.328 -4.044  -0.467
C -0.933 -0.757 -2.898  -0.151
N -0.534 0.131 -1.916  -0.140
C -0.827 1.433 -2.186  -0.231
C -1.456 1.819 -3.332  -0.219
N -1.856 0.955 -4.326  0.015
H -2.123 -2.168 -4.669  0.059
H -2.722 -0.896 -5.552  0.052
H -0.726 -1.806 -2.723  0.082
H -0.546 2.160 -1.431  0.059
H -1.669 2.872 -3.489  0.064

Results
E_LUMO (spin up / spin down), Ha: 0.1537 / 0.1537
Multiplicity: 2
Expectation value of S²: 0.762
Net charge: -2
Energy relative to the best compared isomer or geometry (same formula, charge and spin), kcal/mol: 0.0
Frontier orbital gap (spin up / spin down), eV: 3.72 / 5.85
HOMO energy (spin up / spin down), eV: 0.47 / -1.67

[4]
C16H17N | the ωB97M-V functional and the def2-TZVPD basis

Last column: Löwdin charge in e.
Positions of all 34 atoms, in Å:
C 3.841 -1.673 2.291  -0.088
C 0.268 -2.648 2.701  -0.274
C 1.396 -2.473 1.868  -0.181
C 2.402 -1.847 2.649  -0.290
C 1.914 -1.703 3.933  -0.140
C -1.072 -3.324 0.845  -0.209
C -0.961 -3.148 2.257  -0.118
C -0.013 -3.065 -0.016  -0.216
C 1.266 -2.721 0.449  -0.112
N 0.631 -2.241 3.955  0.032
H -1.997 -3.643 0.372  0.057
H -1.895 -3.213 2.810  0.053
H -0.282 -3.116 -1.069  0.065
H 2.059 -2.414 -0.226  0.052
H 0.010 -2.213 4.749  0.129
H 2.432 -1.344 4.804  0.070
H 4.267 -0.824 2.841  0.058
H 4.022 -1.385 1.246  0.059
H 4.465 -2.557 2.467  0.064
C -1.942 3.661 -4.671  -0.063
C -1.289 1.479 -1.617  -0.070
C -1.475 1.858 -2.939  -0.057
C -1.299 2.444 -0.624  -0.096
C -1.578 3.201 -3.283  -0.293
C -1.336 3.786 -0.952  -0.097
C -1.378 4.158 -2.287  -0.072
H -1.116 0.437 -1.385  0.108
H -1.330 1.160 -3.759  0.109
H -1.260 2.135 0.410  0.104
H -1.192 4.553 -0.200  0.098
H -2.252 2.866 -5.339  0.070
H -1.126 4.225 -5.118  0.074
H -1.426 5.207 -2.556  0.104
H -2.752 4.381 -4.606  0.071

Results
E_LUMO (spin up / spin down), Ha: 0.1005 / 0.1005
Multiplicity: 2
Expectation value of S²: 0.770
Net charge: -1
Energy relative to the best compared isomer or geometry (same formula, charge and spin), kcal/mol: 7.1
Frontier orbital gap (spin up / spin down), eV: 2.10 / 5.47
HOMO energy (spin up / spin down), eV: 0.64 / -2.74

no.,E (eV)
1,-38632.654
2,-32787.803
3,-70369.415
4,-18356.762